No. 1
Computed, not measured: C29H34F5N2OS2Sb2Ta as an isolated structure at a distorted geometry, with the ωB97M-V functional and the def2-TZVPD basis.

The geometry in XYZ format:
```
76
Properties=species:S:1:pos:R:3:forces:R:3:lowdin_charge:R:1
Ta -0.289 -0.653 -1.593 -1.5 -1.7 0.7 0.78
C 3.540 -2.168 -1.751 0.1 0.0 0.1 -0.23
Sb 2.413 -0.461 -2.365 0.6 -0.2 -0.2 1.27
C 2.616 -0.444 -4.487 -0.1 -0.1 0.0 -0.22
C 3.544 1.398 -1.847 0.0 0.1 0.1 -0.21
C 3.476 2.395 -2.932 -0.2 0.1 -0.1 -0.29
C 4.528 2.465 -3.847 0.0 -0.1 -0.1 -0.02
C 4.537 3.412 -4.855 0.0 0.0 0.0 0.01
C 3.463 4.294 -4.996 0.0 -0.1 0.0 0.00
C 2.400 4.228 -4.117 -0.1 0.0 0.0 -0.01
C 2.393 3.310 -3.061 0.1 -0.1 -0.1 -0.28
C 1.315 3.389 -2.066 0.1 -0.2 0.0 -0.20
Sb -0.417 2.000 -2.424 -0.4 0.7 -0.5 1.29
C -0.924 2.137 -4.494 0.0 0.1 0.1 -0.23
C -1.996 2.968 -1.353 0.0 0.0 0.0 -0.24
H 4.463 -2.163 -2.330 0.0 0.1 0.0 0.04
H 2.973 -3.069 -1.976 0.0 0.0 0.0 0.03
H 3.771 -2.121 -0.690 0.0 0.1 0.0 0.03
H 3.686 -0.364 -4.684 0.0 0.0 0.1 0.05
H 2.102 0.405 -4.931 0.0 0.0 0.1 0.02
H 2.248 -1.381 -4.903 -0.1 0.0 0.0 0.03
H 4.551 0.994 -1.738 0.0 -0.1 0.1 0.09
H 3.185 1.741 -0.880 0.0 -0.1 0.0 0.07
H 5.370 1.791 -3.740 0.0 0.0 0.0 0.13
H 5.382 3.478 -5.528 0.0 0.0 0.0 0.14
H 3.476 5.039 -5.781 0.0 0.0 0.0 0.14
H 1.578 4.927 -4.217 0.0 0.0 0.0 0.13
H 0.784 4.340 -2.114 -0.1 -0.1 0.0 0.09
H 1.624 3.188 -1.043 -0.1 0.0 0.0 0.07
H -1.436 3.087 -4.645 0.0 0.0 0.0 0.04
H -1.589 1.320 -4.760 0.0 0.0 0.1 0.02
H -0.022 2.106 -5.103 0.0 0.0 0.1 0.02
H -2.099 3.970 -1.771 0.1 0.0 -0.1 0.04
H -1.747 3.044 -0.297 0.1 0.0 0.0 0.03
H -2.927 2.424 -1.495 0.0 0.0 0.0 0.02
F -6.344 -3.749 -2.789 -0.2 0.0 0.0 0.24
C -5.096 -3.420 -2.900 0.3 0.0 -0.1 -0.09
C -4.654 -2.201 -2.371 0.1 0.2 0.0 -0.12
F -5.476 -1.370 -1.767 -0.1 0.0 0.0 0.18
C -3.326 -1.886 -2.499 0.0 -0.2 -0.1 -0.22
F -2.846 -0.696 -2.010 0.3 0.3 0.2 -0.07
C -2.406 -2.719 -3.121 -0.1 0.1 0.2 -0.46
S -0.746 -2.206 -3.306 0.5 1.0 0.8 0.75
C -2.857 -3.931 -3.645 0.0 0.0 0.0 -0.21
F -2.005 -4.733 -4.242 0.0 0.0 0.0 0.16
C -4.199 -4.278 -3.539 0.1 0.1 0.0 -0.11
F -4.620 -5.408 -4.035 0.0 -0.1 0.0 0.22
C -2.996 1.857 5.833 -0.1 -0.1 0.0 -0.07
C -2.707 1.590 4.360 0.1 0.1 0.0 -0.24
C -2.591 0.093 4.090 -0.2 0.2 0.5 -0.13
N -2.091 -0.162 2.722 -0.1 -0.1 -0.3 0.08
C -1.157 -0.981 2.344 0.2 0.5 0.5 -0.64
S -1.065 -1.379 0.594 0.6 0.0 -1.7 0.65
N -0.306 -1.587 3.147 0.1 -0.3 -0.4 0.13
C 0.295 -0.919 4.357 0.3 0.2 0.3 -0.35
O 0.355 0.273 4.312 -0.1 -0.1 -0.1 0.15
C 0.733 -1.827 5.398 0.1 -0.1 0.2 -0.16
C 0.505 -3.209 5.377 0.0 0.0 -0.1 -0.02
C 0.910 -3.991 6.440 0.0 -0.1 0.0 -0.04
C 1.550 -3.413 7.533 -0.1 0.1 -0.1 0.00
C 1.776 -2.040 7.563 0.0 0.0 0.1 -0.02
C 1.382 -1.251 6.502 0.0 0.1 -0.1 0.02
H -3.142 2.923 5.989 0.0 0.0 0.1 0.09
H -2.168 1.528 6.461 0.0 0.0 0.0 0.09
H -3.897 1.343 6.171 0.0 0.0 0.0 0.09
H -1.774 2.086 4.081 0.0 -0.1 0.0 0.11
H -3.512 2.011 3.749 0.0 0.0 -0.1 0.12
H -3.573 -0.380 4.160 0.0 -0.1 -0.1 0.15
H -1.938 -0.376 4.819 0.0 0.0 -0.1 0.12
H -2.625 0.305 2.002 0.0 0.0 -0.1 0.15
H 0.215 -2.373 2.780 -0.1 -0.1 0.0 0.14
H 0.010 -3.691 4.541 -0.1 0.0 0.1 0.11
H 0.715 -5.054 6.429 0.0 0.0 0.0 0.12
H 1.871 -4.033 8.359 0.0 0.0 0.0 0.13
H 2.248 -1.587 8.424 0.1 0.0 0.0 0.13
H 1.578 -0.187 6.504 -0.1 0.0 0.1 0.13
```
Positions in Å, forces in eV/Å.

Frontier orbital gap (alpha / beta) = 3.25 / 3.25 eV
Strongest force on any atom = 2.38 eV/Å
LUMO energy (alpha / beta) = -14.53 / -14.54 eV
Net charge = +4
Energy relative to the best compared isomer or geometry (same formula, charge and spin) = 345.87 kJ/mol
E_HOMO (alpha / beta) = -0.6535 / -0.6535 Eh

No. 2
Computed, not measured: C29H34Ge2KNS as an isolated structure, with the ωB97M-V functional and the def2-TZVPD basis.

The geometry in XYZ format:
```
68
Properties=species:S:1:pos:R:3:forces:R:3:lowdin_charge:R:1
K 0.698 2.262 -0.521 -0.1 0.4 0.4 0.66
C -3.409 3.110 2.915 0.0 0.0 0.0 -0.18
C -2.046 2.700 2.351 0.1 0.1 0.0 -0.38
Ge -2.278 1.284 1.003 -0.2 -0.2 0.0 0.83
C -3.364 2.068 -0.439 0.0 0.1 0.0 -0.37
C -3.201 1.389 -1.791 0.0 -0.1 -0.1 -0.18
C -3.093 -0.333 1.753 0.0 0.0 0.0 -0.21
C -2.265 -1.362 1.487 0.0 0.0 0.1 -0.36
Ge -0.683 -0.574 0.616 0.0 0.0 0.1 0.85
C 0.909 -0.519 1.780 0.1 -0.1 -0.1 -0.36
C 0.753 0.267 3.075 0.0 0.1 0.0 -0.18
C -0.111 -1.417 -1.052 0.0 0.0 0.0 -0.35
C -1.231 -1.822 -2.002 0.0 0.0 0.0 -0.16
C -2.498 -2.789 1.791 0.0 0.1 0.0 -0.24
C -1.432 -3.686 1.778 0.0 0.0 0.0 -0.05
C -1.624 -5.031 2.060 0.0 0.0 0.0 -0.08
C -2.895 -5.503 2.350 0.0 0.0 0.0 -0.09
C -3.971 -4.623 2.353 0.0 0.0 0.0 -0.08
C -3.774 -3.281 2.075 0.0 0.0 0.0 -0.04
H -3.313 3.901 3.661 0.0 0.0 0.0 0.07
H -3.908 2.266 3.395 0.0 0.0 0.0 0.06
H -4.074 3.480 2.133 0.0 0.0 0.0 0.06
H -1.391 2.351 3.150 0.0 0.0 0.0 0.04
H -1.560 3.570 1.896 0.0 0.0 0.0 0.06
H -3.136 3.136 -0.501 0.0 0.0 0.0 0.06
H -4.401 1.997 -0.101 0.0 0.0 0.0 0.06
H -2.176 1.466 -2.159 0.0 0.0 0.0 0.04
H -3.861 1.818 -2.548 0.0 0.0 0.0 0.07
H -3.434 0.326 -1.722 0.0 0.0 0.0 0.06
H -4.040 -0.456 2.278 0.0 0.0 0.0 0.06
H 1.749 -0.138 1.188 0.0 0.0 0.0 0.04
H 1.164 -1.562 1.991 0.0 0.0 0.0 0.06
H 0.600 1.333 2.880 0.0 0.0 0.0 0.05
H 1.634 0.180 3.713 0.0 0.0 0.0 0.07
H -0.109 -0.075 3.652 0.0 0.0 0.0 0.07
H 0.461 -2.293 -0.725 0.0 0.0 0.0 0.07
H 0.591 -0.750 -1.558 0.0 0.0 0.0 0.03
H -2.001 -2.413 -1.499 0.0 0.0 0.0 0.06
H -0.848 -2.412 -2.835 0.0 0.0 0.0 0.07
H -1.705 -0.942 -2.431 0.0 0.0 0.0 0.04
H -0.435 -3.328 1.547 0.0 0.0 0.0 0.09
H -0.781 -5.709 2.049 0.0 0.0 0.0 0.10
H -3.051 -6.552 2.562 0.0 0.0 0.0 0.10
H -4.967 -4.988 2.566 0.0 0.0 0.0 0.10
H -4.619 -2.605 2.062 0.0 0.0 0.0 0.10
S 5.048 0.888 -2.654 0.1 0.0 0.0 1.11
C 5.496 1.169 -1.008 0.1 0.0 0.0 -0.47
C 6.751 1.128 -0.407 0.0 0.0 0.0 -0.09
C 6.837 1.378 0.949 0.0 0.0 0.1 -0.10
C 5.691 1.665 1.699 0.0 0.0 0.0 -0.09
C 4.447 1.707 1.101 0.0 0.0 0.0 -0.03
C 4.347 1.459 -0.269 -0.1 0.0 0.1 -0.32
N 3.166 1.464 -0.992 0.1 -0.1 -0.1 0.00
C 3.360 1.171 -2.245 -0.2 0.0 -0.1 -0.50
C 2.311 1.059 -3.295 0.3 0.0 0.2 -0.30
C 2.741 0.639 -4.562 -0.1 0.0 -0.1 -0.10
C 1.835 0.497 -5.594 0.0 0.0 0.0 -0.11
C 0.498 0.785 -5.345 0.0 0.0 0.0 -0.11
C 0.101 1.199 -4.081 -0.1 0.0 0.0 -0.18
C 0.964 1.355 -2.978 0.1 0.0 -0.5 -0.19
H 7.638 0.903 -0.984 0.0 0.0 0.0 0.11
H 7.802 1.348 1.437 0.0 0.0 0.0 0.10
H 5.781 1.854 2.761 0.0 0.0 0.0 0.10
H 3.559 1.922 1.682 0.0 0.0 0.0 0.10
H 3.783 0.412 -4.761 0.0 0.0 0.0 0.06
H 2.164 0.168 -6.571 0.0 0.0 0.0 0.10
H -0.232 0.685 -6.141 0.0 0.0 0.0 0.09
H -0.961 1.411 -3.966 0.0 0.0 0.0 0.06
```
Positions in Å, forces in eV/Å.

Frontier orbital gap = 6.91 eV
Strongest force on any atom = 0.55 eV/Å
LUMO energy = -0.11 eV
Net charge = 0
Energy relative to the best compared isomer or geometry (same formula, charge and spin) = 0.00 kJ/mol
E_HOMO = -0.2581 Eh

No. 3
Computed, not measured: C29H34N2O5 as an isolated structure at a distorted geometry, with the ωB97M-V functional and the def2-TZVPD basis.

The geometry in XYZ format:
```
70
Properties=species:S:1:pos:R:3:forces:R:3:lowdin_charge:R:1
C 6.219 -3.032 -2.032 0.7 -3.9 2.9 -0.11
C 5.688 -3.121 -0.660 2.9 -5.1 1.6 -0.21
C 4.718 -4.419 -0.497 9.1 -0.9 0.4 -0.26
O 3.675 -4.333 -1.280 0.2 -2.2 -2.3 0.01
C 2.761 -3.460 -1.014 3.6 0.5 8.3 -0.30
C 1.723 -3.441 -1.691 -4.9 -1.0 -7.6 -0.02
C 0.709 -2.666 -1.264 -6.3 -4.4 -14.7 -0.13
C 0.434 -2.060 -0.284 0.2 7.5 12.4 -0.23
C 1.526 -2.207 0.615 -0.7 1.5 2.0 -0.02
C 2.642 -2.862 0.376 1.7 -2.1 -2.8 0.05
H 3.340 -3.166 1.155 0.0 0.6 -0.3 0.12
H 1.478 -1.778 1.567 -0.4 0.6 1.6 0.11
C -0.627 -1.028 0.051 -3.4 -6.2 1.8 -0.02
N -1.235 -1.417 1.612 2.5 2.6 -3.1 0.04
C -1.124 -0.285 2.217 0.4 2.2 10.9 -0.28
O -1.340 -0.238 3.616 0.5 0.4 -6.7 -0.13
C -0.450 0.923 1.484 -1.6 -5.8 -1.4 -0.02
C -0.276 0.307 0.279 -0.5 4.4 -0.5 -0.08
C -0.057 1.131 -0.905 2.1 1.6 6.0 -0.36
O 0.284 0.694 -1.906 0.6 -3.1 -7.3 0.18
C 0.330 2.477 -0.526 -6.8 -8.2 11.5 -0.10
C 0.805 3.337 -1.181 4.6 11.3 -14.4 -0.06
C 0.905 4.716 -0.887 3.2 2.2 1.6 -0.14
C 0.782 5.098 0.540 0.9 2.6 -8.5 -0.16
C 0.114 4.103 1.080 0.3 15.4 12.4 -0.07
C 0.014 2.951 0.901 0.9 -11.2 -11.4 -0.33
O -0.226 2.170 1.815 -2.9 -6.1 6.6 0.22
H -0.043 4.414 2.315 -0.1 -1.1 -3.0 0.23
C 1.057 6.552 0.896 -11.9 -2.2 0.8 0.00
H 0.748 6.757 1.926 0.4 0.2 -0.3 0.09
H 1.887 6.814 0.614 9.2 2.7 -2.3 -0.05
H 0.326 7.248 0.102 1.7 -1.9 2.5 0.17
C 1.399 5.797 -1.936 2.0 -1.0 0.2 -0.07
H 2.494 6.299 -1.710 -3.0 -0.9 0.1 0.13
H 1.645 5.352 -2.956 -0.9 0.3 1.3 0.07
H 0.558 6.511 -1.979 0.8 0.2 -0.3 0.06
H 0.866 3.167 -2.515 0.1 0.1 4.1 0.23
C -1.705 -2.621 2.236 -4.2 3.9 -12.6 -0.01
C -3.153 -2.895 1.369 3.1 -1.5 -0.2 -0.12
C -4.074 -1.835 1.680 0.4 7.5 3.6 -0.15
N -3.744 -0.438 0.829 -0.1 -5.6 0.6 -0.13
C -4.309 -0.862 -0.398 -3.4 8.7 -3.1 -0.18
C -3.889 0.393 -1.528 -9.7 -0.2 0.2 -0.05
O -4.244 1.730 -1.001 -1.5 -3.5 -4.8 -0.10
C -3.806 1.728 0.213 2.5 8.0 3.6 -0.39
C -4.256 0.883 1.234 3.1 -4.7 3.4 -0.19
H -3.658 1.006 2.225 -1.1 0.6 -1.6 0.17
H -5.260 0.954 1.425 -2.9 -0.2 0.4 0.10
H -4.283 2.766 0.578 1.8 -1.3 -0.2 0.18
H -2.667 1.748 0.233 -0.9 0.2 0.1 0.14
H -4.547 0.346 -2.538 1.7 -0.4 2.3 0.17
H -2.959 0.413 -1.715 7.1 -0.1 -1.4 0.01
H -4.270 -1.566 -1.127 1.6 -3.7 -0.7 0.07
H -5.465 -0.625 -0.462 1.4 -0.7 0.6 0.14
H -5.120 -1.863 1.575 -1.3 -1.1 -0.5 0.08
H -3.992 -1.340 2.830 0.2 -1.9 -2.7 0.18
H -2.984 -3.026 0.195 -0.2 0.1 2.7 0.15
H -3.508 -3.808 1.845 -0.3 -0.4 -0.6 0.10
H -1.936 -2.600 3.107 -2.5 1.2 10.6 0.02
H -1.095 -3.310 2.013 4.6 -5.5 -1.6 0.06
H -1.545 -1.248 -0.602 1.3 0.9 0.6 0.17
H -0.300 -2.543 -1.993 2.7 -0.7 0.7 0.20
H 1.611 -3.948 -2.713 0.4 0.6 1.8 0.18
H 5.547 -5.445 -0.846 -2.9 3.0 0.6 0.21
H 4.756 -4.580 0.563 -1.7 -0.4 0.7 0.09
H 5.264 -2.276 -0.340 -2.0 3.2 1.4 0.04
H 6.729 -3.281 0.013 -3.0 0.3 -1.2 0.17
H 6.725 -2.198 -2.077 3.1 4.3 -0.8 0.03
H 5.528 -3.058 -2.740 -3.1 -0.3 -3.2 0.04
H 6.856 -3.907 -2.020 0.4 0.0 -1.2 0.09
```
Positions in Å, forces in eV/Å.

Frontier orbital gap = 8.20 eV
Strongest force on any atom = 19.81 eV/Å
LUMO energy = -0.23 eV
Net charge = 0
Energy relative to the best compared isomer or geometry (same formula, charge and spin) = 2431.73 kJ/mol
E_HOMO = -0.3097 Eh

Q: Which of these has the highest energy relative to the best compared isomer or geometry (same formula, charge and spin)?
A: C29H34N2O5